Model i:
DFT (the ωB97M-V functional and the def2-TZVPD basis) results for a 2-piece molecular cluster, C2H7IN overall.

Atoms and positions in Å:
C -1.87 -0.44 0.56
C -1.05 0.61 -0.06
N 0.22 0.62 -0.23
I 3.72 -0.34 -0.76
H -1.70 -1.33 -0.13
H -1.44 -0.85 1.49
H -2.87 -0.14 0.57
H -1.50 1.50 -0.46
H 0.61 1.39 -0.64
H 0.77 -0.07 0.22
H 5.12 -0.94 -0.56

Summary:
HOMO: -13.4 eV
gap between HOMO and LUMO: 8.219 eV
net charge: +1
LUMO level: -5.2 eV

=====

Model ii:
DFT (the ωB97M-V functional and the def2-TZVPD basis) results for a 2-piece molecular cluster, C2H7IN overall.

Atoms and positions in Å:
C -0.59 0.21 -0.60
C 2.33 1.18 -0.55
N 0.20 0.70 0.48
I 3.66 -0.21 0.17
H -0.70 1.17 -1.26
H -0.05 -0.59 -1.09
H -1.55 -0.05 -0.25
H 1.99 0.95 -1.58
H 2.61 2.14 -0.20
H 0.59 0.07 1.17
H -0.27 1.50 0.81

Summary:
HOMO (spin up / spin down): -14.6 / -14.6 eV
gap between HOMO and LUMO (spin up / spin down): 8.121 / 8.119 eV
net charge: +1
LUMO level (spin up / spin down): -6.5 / -6.5 eV

=====

Of them, model ii has the lowest stability.